Formula: C19H40Cl2F15N4O11S
Source: the Open Molecules 2025 dataset
Level of theory: wB97M-V/def2-TZVPD

```
92
C19H40Cl2F15N4O11S wB97M-V/def2-TZVPD
N 8.706 -15.832 -17.435
H 7.913 -16.406 -17.682
H 8.451 -14.855 -17.474
H 9.591 -15.934 -17.911
H 8.831 -16.029 -16.453
N 6.029 -16.367 -15.124
H 7.021 -16.526 -15.014
H 5.843 -15.407 -15.376
H 5.564 -16.747 -14.311
H 5.750 -16.765 -16.009
N 8.594 -15.290 -12.618
H 9.156 -15.757 -11.922
H 8.802 -15.671 -13.530
H 8.716 -14.289 -12.677
H 7.599 -15.467 -12.602
N 3.089 -14.635 -15.357
H 3.340 -14.209 -16.237
H 2.240 -14.268 -14.953
H 3.894 -14.609 -14.746
H 2.945 -15.626 -15.492
C 6.303 -11.199 -15.605
F 5.637 -10.930 -14.505
F 5.601 -10.970 -16.703
F 7.366 -10.453 -15.615
S 6.929 -13.053 -15.428
O 7.474 -13.254 -14.107
O 5.778 -13.863 -15.752
O 7.914 -13.210 -16.485
C 6.627 -11.826 -20.553
C 5.688 -12.527 -19.521
O 4.356 -11.926 -19.555
C 3.368 -12.129 -18.652
O 3.398 -12.972 -17.737
C 2.109 -11.320 -19.024
F 1.019 -11.773 -18.414
F 2.299 -10.075 -18.578
F 1.881 -11.230 -20.359
H 6.122 -11.809 -21.518
H 7.578 -12.358 -20.578
H 6.783 -10.777 -20.299
H 6.055 -12.353 -18.509
H 5.582 -13.611 -19.549
C 10.973 -11.134 -11.231
C 9.989 -11.263 -12.383
O 8.643 -10.916 -11.971
C 7.779 -11.771 -11.371
O 8.145 -12.959 -11.185
C 6.349 -11.377 -11.071
F 5.550 -12.381 -11.552
F 6.264 -11.246 -9.723
F 6.115 -10.205 -11.659
H 11.835 -11.725 -11.539
H 10.498 -11.683 -10.417
H 11.197 -10.141 -10.843
H 9.897 -12.264 -12.805
H 10.278 -10.696 -13.268
C 8.365 -7.596 -13.331
C 7.612 -6.321 -13.499
O 8.597 -5.228 -13.350
C 8.257 -3.940 -13.614
O 7.057 -3.644 -13.907
C 9.371 -2.937 -13.650
F 10.518 -3.587 -13.403
F 9.363 -2.357 -14.851
F 9.214 -2.018 -12.712
H 9.253 -7.783 -13.935
H 7.802 -8.493 -13.586
H 8.639 -7.932 -12.331
H 6.744 -6.179 -12.856
H 7.317 -6.326 -14.548
C 11.075 -10.506 -17.135
C 10.503 -11.747 -17.803
O 11.306 -12.101 -18.900
C 10.863 -13.181 -19.672
O 9.770 -13.678 -19.531
C 11.739 -13.498 -20.913
F 12.959 -12.805 -20.908
F 11.935 -14.767 -20.882
F 11.040 -13.112 -21.975
H 12.076 -10.681 -16.741
H 10.543 -10.109 -16.271
H 11.179 -9.647 -17.797
H 9.452 -11.577 -18.037
H 10.572 -12.541 -17.059
Cl 4.662 -6.085 -16.356
C 4.841 -7.797 -16.660
C 5.945 -8.115 -17.708
Cl 7.464 -7.359 -17.394
H 3.939 -8.232 -17.090
H 5.024 -8.370 -15.752
H 5.619 -7.661 -18.644
H 6.045 -9.165 -17.981
```

The value obtained for the calculated total energy is -125448.668 eV. As for the HOMO energy: -14.82 eV. The total charge is +3. The calculation puts the relative energy (zero: lowest compared OMol25 entry of this formula, charge and spin) at 0.0 kcal/mol.